C39H61F24N5O8PSi | ωB97M-V with the def2-TZVPD basis set

Output
Net charge: +1
Electronic energy: -147644.814 eV

CARTESIAN COORDINATES (ANGSTROEM)
C1 2.486621 -1.401723 -0.457521
C2 2.063036 -2.662937 -1.143965
O1 2.656329 -3.731560 -0.981880
O2 0.996464 -2.503848 -1.967474
C3 1.084262 -3.244317 -3.215094
C4 0.001310 -2.757783 -4.142579
C5 0.020876 -1.254940 -4.314674
C6 -1.308413 -0.656375 -4.777516
C7 -2.388109 -0.944887 -3.739468
C8 -3.559836 0.024590 -3.752566
C9 -4.497710 -0.298130 -2.566630
C10 -5.038226 0.941726 -1.868255
C11 -4.113073 1.464599 -0.770694
N1 -2.990272 2.167742 -1.447162
C12 -2.021299 2.603830 -0.604318
N2 -0.948046 3.178443 -1.101979
C13 -0.691156 3.427623 -2.512628
C14 0.508445 2.574983 -2.953302
O3 1.166273 3.214060 -4.003181
Si1 2.532701 2.457648 -4.641717
C15 2.191003 1.710659 -6.332154
C16 3.941960 3.663473 -4.856743
C17 3.165958 1.061467 -3.560402
N3 -2.175221 2.449110 0.731467
C18 -2.581294 1.051225 1.172608
C19 -3.178238 1.174546 2.572281
C20 -2.517296 2.259340 3.391664
N4 -1.798229 2.088723 4.418364
P1 -0.959366 0.105689 1.360629
O4 -0.410524 0.100438 2.718920
C21 -3.475436 0.366490 0.099928
N5 -4.411039 -0.630911 0.562913
C22 -5.689521 -0.162068 1.107886
C23 -3.860054 -1.761732 1.230557
C24 -3.128061 -2.749256 0.355854
O5 -4.020339 -1.986300 2.418687
H1 3.362123 -1.034040 -0.973294
H2 2.736976 -1.649288 0.562070
H3 1.705872 -0.652410 -0.448671
H4 0.895769 -4.283726 -2.983764
H5 2.072951 -3.154402 -3.640683
H6 0.170957 -3.269699 -5.082473
H7 -0.935272 -3.140515 -3.752388
H8 0.213065 -0.815904 -3.342540
H9 0.803209 -0.978993 -5.013231
H10 -1.612019 -1.064078 -5.732789
H11 -1.173758 0.421068 -4.814530
H12 -1.941137 -0.887892 -2.743771
H13 -2.793273 -1.941079 -3.852522
H14 -4.118433 -0.089051 -4.672989
H15 -3.211457 1.054112 -3.727019
H16 -4.027786 -0.997664 -1.895578
H17 -5.339198 -0.829973 -2.990680
H18 -5.138667 1.722575 -2.612632
H19 -6.030616 0.808478 -1.464198
H20 -4.590716 2.175671 -0.110079
H21 -2.546981 1.466763 -2.042055
H22 -0.219655 3.466419 -0.464596
H23 -0.439939 4.467399 -2.678879
H24 -1.535319 3.160233 -3.125406
H25 1.146729 2.380643 -2.090977
H26 0.124154 1.601942 -3.274641
H27 2.135531 0.632945 -6.241703
H28 1.281666 2.091577 -6.778265
H29 3.027697 1.906656 -6.987848
H30 4.803207 3.099848 -5.187366
H31 3.686185 4.396984 -5.612007
H32 4.194177 4.157672 -3.925356
H33 2.404556 0.332688 -3.295521
H34 3.924747 0.515211 -4.106692
H35 3.628788 1.407052 -2.641151
H36 -1.270888 2.660197 1.145725
H37 -3.091634 0.262583 3.146144
H38 -4.231187 1.424432 2.548695
H39 -2.691196 3.278127 3.056173
H40 -1.760799 1.085164 4.602863
H41 -0.088352 0.807315 0.482999
H42 -1.109105 -1.168146 0.785882
H43 -2.785354 -0.144966 -0.579392
H44 -5.927999 -0.651698 2.038997
H45 -6.487254 -0.402749 0.416333
H46 -5.730362 0.901742 1.293991
H47 -2.154716 -2.978869 0.762734
H48 -2.972108 -2.376658 -0.650344
H49 -3.702543 -3.662317 0.280810
C25 -0.521750 5.050401 3.983641
C26 -0.057246 5.676203 5.313652
C27 -0.900741 6.800638 5.927630
F1 -0.990502 7.872605 5.119353
F2 -0.314784 7.199287 7.076843
F3 1.230209 6.064203 5.196739
F4 -0.086797 4.669351 6.226843
O6 0.087193 5.471173 2.753251
C28 -0.325740 6.555528 2.017204
C29 0.741010 7.655071 1.912910
F5 1.117050 8.086011 3.124305
F6 0.220560 8.696388 1.227545
F7 -1.509871 7.029890 2.435383
F8 -0.522076 6.095208 0.747494
H50 -0.221807 4.007030 4.047365
H51 -1.607404 5.033294 3.902891
H52 -1.906834 6.439025 6.159180
H53 1.619195 7.274771 1.385420
C30 6.030146 -7.770473 -3.585792
C31 5.155100 -7.928840 -4.847917
C32 5.566487 -7.198224 -6.133850
F9 5.588257 -5.861337 -5.992331
F10 4.663155 -7.487071 -7.100469
F11 3.867899 -7.652105 -4.543907
F12 5.209478 -9.250839 -5.170191
O7 5.645934 -6.863306 -2.551980
C33 5.975277 -5.525499 -2.529546
C34 4.739767 -4.621782 -2.590742
F13 4.006075 -4.873232 -3.696574
F14 5.122340 -3.317434 -2.649076
F15 6.892426 -5.217955 -3.470089
F16 6.552149 -5.283655 -1.333483
H54 5.950675 -8.738119 -3.093685
H55 7.082609 -7.656514 -3.843500
H56 6.549937 -7.539511 -6.467655
H57 4.107397 -4.765954 -1.717086
C35 -1.258568 -0.664057 8.728356
C36 -0.255552 -1.256608 9.741056
C37 1.202655 -0.777276 9.706533
F17 1.808142 -1.044391 8.535705
F18 1.889258 -1.420211 10.676279
F19 -0.308990 -2.603523 9.689424
F20 -0.714734 -0.886388 10.968324
O8 -1.610123 -1.398838 7.550983
C38 -0.910845 -1.354947 6.368711
C39 -0.313178 -2.712168 5.970323
F21 0.499244 -3.193798 6.920098
F22 0.405224 -2.555842 4.832763
F23 -0.005562 -0.361524 6.361776
F24 -1.813833 -1.050474 5.396569
H58 -2.197364 -0.636483 9.278173
H59 -1.023188 0.373517 8.494095
H60 1.254882 0.297730 9.900755
H61 -1.115370 -3.432762 5.795492

Cartesian forces (eV/Å) of the 6 atoms listed first:
C -0.5274 -0.3863 0.3051
C 0.8008 -1.9114 0.3409
O -1.6387 2.2332 -0.4806
O 0.8814 0.2945 -0.0979
C -0.5852 -0.6267 0.4317
C 0.3149 -0.1660 0.2242


C39H62N2O24 | ωB97M-V with the def2-TZVPD basis set

Output
SMILES string: C[C@H]1COC(=O)O1.C[C@H]1COC(=O)O1.C[C@H]1COC(=O)O1.C[C@H]1COC(=O)O1.C[C@H]1COC(=O)O1.C[C@H]1COC(=O)O1.C[C@H]1COC(=O)O1.COC(=O)OC.CCCC#N.CCCC#N
ΔE to the lowest compared entry with this formula, charge and spin: 1.998 eV
Electronic energy: -93563.963 eV

CARTESIAN COORDINATES (ANGSTROEM)
C1 5.859887 -1.857451 -0.753013
C2 4.899324 -2.023035 0.423127
C3 4.584220 -0.719554 1.139699
O1 3.205806 -0.619915 1.067135
C4 2.683228 -1.622607 0.244898
O2 1.508192 -1.711121 -0.111181
O3 3.608444 -2.419459 -0.080079
H1 5.347592 -1.142748 -1.338912
H2 6.129254 -2.827399 -1.159237
H3 6.847499 -1.447503 -0.443985
H4 5.285436 -2.771380 1.090740
H5 5.162683 0.174243 0.755867
H6 4.842081 -0.701962 2.159797
C5 0.254531 8.027520 1.826654
C6 1.392804 6.954999 1.416878
C7 1.079385 5.540987 1.878452
O4 1.016728 4.832191 0.703427
C8 1.179493 5.590490 -0.329171
O5 1.217788 5.257316 -1.526844
O6 1.406285 6.875224 0.049442
H7 -0.674500 7.691150 1.329510
H8 0.441454 9.129359 1.645316
H9 0.026661 7.894598 2.835539
H10 2.453662 7.206682 1.762937
H11 0.067538 5.573271 2.337833
H12 1.735900 5.067666 2.603063
C9 0.460744 0.541287 3.443281
C10 1.904038 0.921459 3.786298
C11 2.472735 1.940315 2.838925
O7 3.105711 2.973453 3.662627
C12 2.784110 2.766664 4.840695
O8 3.119343 3.438376 5.818417
O9 2.051149 1.695096 4.948581
H13 0.040629 0.210837 4.441673
H14 0.316587 -0.243066 2.721596
H15 -0.098814 1.314614 2.959085
H16 2.566674 0.122308 4.015541
H17 1.719214 2.491536 2.133765
H18 3.216851 1.383748 2.193393
C13 3.366015 2.584754 -0.619478
C14 3.711690 2.767677 -2.107679
C15 5.101796 3.453361 -2.301146
O10 5.633549 2.605665 -3.393735
C16 4.945691 1.477932 -3.501898
O11 5.185637 0.584394 -4.272953
O12 3.890563 1.487995 -2.715619
H19 3.321905 3.482621 0.016467
H20 3.949015 1.700845 -0.197564
H21 2.323394 2.321239 -0.608498
H22 2.919897 3.124621 -2.723238
H23 5.527195 3.672161 -1.300854
H24 5.072711 4.385447 -2.773870
C17 -0.282948 -3.512063 2.075338
C18 -0.969697 -4.190566 0.865924
C19 -0.174816 -4.863649 -0.191340
O13 -1.191495 -5.728976 -0.642827
C20 -2.089646 -5.892036 0.239021
O14 -2.979123 -6.714601 0.215786
O15 -1.963528 -5.071009 1.241265
H25 -0.981444 -2.908371 2.652460
H26 0.591189 -2.988640 1.804381
H27 -0.067405 -4.324169 2.756572
H28 -1.460111 -3.412507 0.240074
H29 0.526548 -5.473930 0.342537
H30 0.338954 -4.299696 -0.937472
C21 -7.368564 -2.999158 -0.125573
C22 -6.491437 -1.831410 0.034866
C23 -6.385031 -1.224177 1.475823
O16 -4.980215 -0.988635 1.645649
C24 -4.315459 -1.571704 0.634863
O17 -3.117410 -1.638183 0.528849
O18 -5.138475 -2.265996 -0.180222
H31 -8.405592 -2.755266 0.110061
H32 -6.988615 -3.877975 0.520659
H33 -7.296237 -3.506984 -1.133187
H34 -6.687040 -1.099396 -0.734303
H35 -6.809598 -1.894061 2.141565
H36 -6.909017 -0.283915 1.527896
C25 2.437488 -1.133213 -3.372602
C26 2.378600 -2.550140 -3.865769
C27 3.763337 -3.118472 -4.335527
O19 4.008293 -4.222169 -3.522756
C28 3.066718 -4.244321 -2.609709
O20 2.922078 -5.025783 -1.677281
O21 2.086411 -3.396519 -2.829124
H37 2.892012 -1.169023 -2.383578
H38 1.500285 -0.659616 -3.180707
H39 2.998990 -0.544814 -4.003890
H40 1.534357 -2.615915 -4.485105
H41 4.561735 -2.456373 -3.987564
H42 3.961427 -3.496508 -5.289631
C29 -2.944905 5.404729 1.176730
O22 -2.468982 4.389850 2.006771
C30 -3.274887 3.528252 2.502652
O23 -4.624192 3.743638 2.627609
O24 -2.692976 2.424161 2.843896
C31 -3.501134 1.294614 3.100520
H43 -2.439999 6.253299 1.572467
H44 -4.013861 5.490345 1.067384
H45 -2.711328 5.298546 0.106168
H46 -2.906462 0.513759 3.518896
H47 -3.832277 1.086319 2.154417
H48 -4.390107 1.481449 3.741156
C32 -4.842235 -5.357431 -2.688992
C33 -3.377927 -4.811687 -2.941346
C34 -3.066946 -3.477148 -2.302353
C35 -1.824840 -2.927341 -2.818912
N1 -0.810942 -2.577144 -3.225335
H49 -4.751858 -5.871291 -1.763430
H50 -5.003046 -6.117097 -3.524070
H51 -5.483204 -4.616869 -2.545510
H52 -3.399548 -4.748136 -4.058487
H53 -2.786653 -5.598593 -2.696849
H54 -3.088904 -3.477608 -1.144193
H55 -3.756594 -2.756898 -2.789458
C36 -0.900618 2.320546 -0.113268
C37 -0.825980 0.851526 0.150106
C38 -1.124726 0.048889 -1.151926
C39 -2.552287 0.262682 -1.526176
N2 -3.670762 0.486130 -1.800492
H56 -0.166887 2.608278 -0.941743
H57 -0.614887 2.948940 0.802890
H58 -1.978644 2.443300 -0.397712
H59 -1.584140 0.513330 0.894186
H60 0.126030 0.494007 0.546329
H61 -0.918011 -0.936248 -0.823265
H62 -0.480206 0.179940 -1.955791

Cartesian forces (eV/Å) of the 6 atoms listed first:
C 0.7400 -0.3619 1.7586
C 1.2091 0.1801 -0.3921
C 1.4042 0.7112 -0.5098
O -2.2782 0.2040 -0.8744
C -3.9006 1.9464 0.2130
O 2.6960 0.6489 1.3253


C39H64FN5O7SSeSi2W | ωB97M-V with the def2-TZVPD basis set

Output
Net charge: +2
2S+1: 3
Electronic energy: -159740.036 eV

CARTESIAN COORDINATES (ANGSTROEM)
W1 -0.000174 -0.139737 -0.160037
C1 1.536965 3.007341 6.866628
C2 0.394263 2.115079 6.406398
N1 0.677702 1.425852 5.149897
C3 0.378309 2.054477 3.980283
C4 0.307585 1.393259 2.788585
C5 -0.084982 2.166749 1.585154
O1 0.067895 3.356416 1.447475
O2 -0.732954 1.392727 0.692739
C6 0.566686 -0.006379 2.748234
O3 0.467273 -0.731646 1.652886
C7 1.097396 -0.618941 3.924155
C8 1.552171 -1.942609 3.918342
C9 2.090821 -2.492426 5.060482
F1 2.473361 -3.788299 5.009266
C10 2.242195 -1.771078 6.239534
C11 1.776557 -0.446157 6.245449
C12 1.185075 0.123470 5.131323
N2 2.865616 -2.272476 7.412931
C13 2.093390 -2.263224 8.645752
C14 3.046283 -1.916854 9.802119
N3 4.439364 -2.245156 9.350820
C15 4.463466 -3.583292 8.681779
C16 3.710730 -3.456584 7.343687
H1 1.292805 3.466545 7.822789
H2 1.714193 3.806683 6.149125
H3 2.463654 2.444425 6.975634
H4 -0.510919 2.705766 6.256075
H5 0.157016 1.356665 7.152950
H6 0.162955 3.111932 4.035370
H7 1.461495 -2.539922 3.021988
H8 1.902361 0.137962 7.145182
H9 1.618887 -3.236942 8.821843
H10 1.300062 -1.522922 8.588292
H11 2.839352 -2.504388 10.694925
H12 3.027896 -0.858819 10.059114
H13 5.098305 -2.196007 10.128934
H14 4.702406 -1.548648 8.646175
H15 3.985997 -4.283592 9.366185
H16 5.498103 -3.887889 8.537448
H17 3.152823 -4.383088 7.175857
H18 4.415976 -3.336514 6.521822
C17 3.333584 1.386802 1.426375
C18 2.647643 1.483167 0.086414
O4 1.806768 0.582389 -0.265535
N4 3.224025 2.241867 -0.847981
C19 2.738443 2.398500 -2.220150
C20 1.618835 3.397270 -2.330863
C21 1.805195 4.636176 -2.928992
C22 0.720818 5.500108 -2.990703
C23 -0.489529 5.094323 -2.448507
C24 -0.564225 3.845550 -1.846877
N5 0.465940 3.009931 -1.789904
H19 2.945241 0.530010 1.970370
H20 3.181642 2.288881 2.021429
H21 4.402034 1.256110 1.250916
H22 3.744651 3.032197 -0.490215
H23 2.408124 1.409837 -2.548777
H24 3.589911 2.712221 -2.822153
H25 2.765463 4.915696 -3.339671
H26 0.819140 6.470548 -3.456721
H27 -1.359843 5.732199 -2.483780
H28 -1.485203 3.496179 -1.393573
C25 -2.632944 -1.419312 2.851600
C26 -3.020247 -0.998863 1.441351
C27 -3.356756 0.486948 1.395691
C28 -4.215957 -1.799619 0.937162
O5 -1.864359 -1.245590 0.531989
Si1 -1.470705 -2.786323 -0.112710
S1 0.549180 -2.551846 -0.608002
O6 -2.512364 -2.873654 -1.325216
C29 -3.090632 -3.594080 -2.419097
C30 -3.937370 -2.576699 -3.175128
C31 -3.967654 -4.716076 -1.883792
C32 -1.967033 -4.130215 -3.299679
O7 -1.678505 -3.841927 1.091130
C33 -1.410207 -5.231979 1.336713
C34 -0.512379 -5.280501 2.567349
C35 -2.749347 -5.900029 1.616495
C36 -0.715824 -5.871646 0.144492
H29 -3.437950 -1.143565 3.532302
H30 -1.724403 -0.908341 3.167476
H31 -2.469200 -2.493003 2.910287
H32 -4.374404 0.629319 1.757145
H33 -3.301000 0.863803 0.371310
H34 -2.688159 1.073289 2.022862
H35 -5.067383 -1.586840 1.582938
H36 -4.025445 -2.870851 0.969404
H37 -4.467684 -1.516278 -0.083728
H38 -4.794242 -2.275216 -2.573187
H39 -4.309249 -3.001918 -4.104817
H40 -3.342101 -1.688739 -3.393683
H41 -4.664692 -4.331746 -1.139842
H42 -3.365956 -5.503960 -1.434545
H43 -4.542857 -5.156560 -2.696006
H44 -1.219217 -3.351598 -3.453055
H45 -2.352029 -4.450348 -4.266093
H46 -1.476132 -4.983778 -2.832898
H47 -1.014841 -4.827654 3.422081
H48 0.410235 -4.735077 2.371131
H49 -0.259420 -6.310771 2.815023
H50 -3.245753 -5.413601 2.456162
H51 -2.606911 -6.952438 1.857924
H52 -3.401082 -5.833653 0.746425
H53 0.262244 -5.422478 -0.027882
H54 -1.315152 -5.750779 -0.757001
H55 -0.583806 -6.937851 0.319622
C37 -2.000898 1.865670 -4.734845
Si2 -0.717258 0.528027 -4.691352
C38 1.043067 1.054364 -4.987638
C39 -1.126721 -1.026650 -5.609939
Se1 -0.694372 -0.022043 -2.379011
H56 -2.226664 2.163449 -5.759831
H57 -1.655406 2.741896 -4.184264
H58 -2.921895 1.513170 -4.269615
H59 1.224747 1.202985 -6.053176
H60 1.717140 0.271044 -4.637194
H61 1.277453 1.982675 -4.469961
H62 -1.017575 -0.834496 -6.678578
H63 -2.142196 -1.375618 -5.430522
H64 -0.433350 -1.823751 -5.341271

Cartesian forces (eV/Å) of the 6 atoms listed first:
W -2.0750 -3.3599 -1.8102
C -0.0172 -0.0368 -0.0232
C 0.1212 0.3086 0.3369
N 0.0841 0.0939 -0.7341
C 0.1030 -0.7825 0.6645
C 0.2136 0.0072 0.1779